Density functional theory data (the ωB97M-V functional and the def2-TZVPD basis) for the molecule C12H18O2.

```
32
Properties=species:S:1:pos:R:3:lowdin_charge:R:1
C 0.89 -0.67 0.32 -0.297
C 1.26 -1.09 -1.05 -0.141
H -2.57 0.58 1.67 0.130
H 3.03 0.11 -1.18 0.120
C -1.03 1.06 0.20 -0.281
H -3.11 -1.32 -0.75 0.093
O 1.91 -0.89 1.33 -0.030
H 0.46 1.61 -1.77 0.083
C -1.80 0.48 -1.01 -0.112
O 0.01 -2.94 1.07 0.121
C 1.20 1.31 -1.09 -0.139
C -1.62 -1.20 0.76 -0.245
H -2.20 -1.89 1.47 0.177
H -1.38 2.12 0.46 0.160
H -0.84 0.17 2.30 0.170
C 1.21 1.69 1.45 0.021
H -1.72 -1.64 -1.34 0.088
H 1.98 0.09 -2.71 0.109
C -2.14 -0.97 -0.67 -0.125
H 1.91 2.12 -0.89 0.111
H 1.89 -2.02 -0.95 0.142
H 1.14 0.97 2.21 0.045
H 2.16 -1.83 1.42 0.101
H 0.21 -1.33 -1.54 0.146
C 0.49 0.95 0.20 -0.326
H 2.12 1.83 0.96 0.054
H -2.78 1.06 -0.95 0.138
C -0.36 -1.84 0.74 -0.301
H 0.52 2.57 1.56 0.099
C 2.02 0.10 -1.61 -0.134
C -1.57 0.24 1.35 -0.090
H -1.28 0.59 -1.97 0.112
```

relative energy (zero: lowest compared OMol25 entry of this formula, charge and spin): 1.9593 eV
LUMO energy: 0.8 eV
molar mass: 194.3 g mol⁻¹
energy: -618.4456 a.u.
SMILES string: C[C@@]12CCC[C@]1(O)C(=O)[C@@H]1CC[C@H]2C1
frontier orbital gap: 9.315 eV

=====

Density functional theory data (the ωB97M-V functional and the def2-TZVPD basis) for a structure of composition C23H14CeCl2N6O5S.

```
52
Properties=species:S:1:pos:R:3:lowdin_charge:R:1
C 0.04 0.49 4.83 -0.021
Cl -3.48 -1.66 6.54 0.715
O 1.49 -3.47 -1.89 0.150
C 3.01 -0.68 0.68 -0.094
C 0.90 -2.44 -1.67 -0.490
C 4.61 0.26 -0.82 -0.018
C 4.25 -0.74 0.07 -0.015
O 0.17 0.03 -7.19 -0.028
H 2.68 -1.46 1.35 0.130
H 4.91 -1.57 0.29 0.119
H -2.21 5.01 -0.71 0.108
C 0.43 -1.49 -2.72 -0.157
C 2.49 1.28 -0.41 -0.248
N -0.17 -0.36 -2.27 -0.034
C -0.39 0.39 -4.52 0.032
C 0.54 -0.93 -6.51 -0.693
C 0.65 -1.71 -4.06 0.091
N 2.14 0.31 0.44 0.022
C -3.85 -2.21 3.94 -0.104
C -0.58 0.55 -3.16 -0.081
H -4.74 -2.74 4.25 0.111
H -1.23 -0.20 6.40 0.099
O 0.64 -2.02 -0.41 -0.196
H 1.10 1.02 3.01 0.119
N -2.59 4.13 -0.39 0.092
H -3.58 4.00 -0.37 0.089
C 1.51 2.35 -0.66 -0.058
H 5.56 0.23 -1.33 0.121
N -0.52 -0.17 2.61 0.013
C -2.41 -1.50 2.12 -0.352
C -1.60 -0.85 3.09 -0.131
S -2.51 1.56 0.16 0.715
C -3.54 -2.16 2.57 -0.573
N 0.30 2.22 -0.26 -0.117
Cl -4.57 -2.95 1.45 0.755
Ce -0.39 -0.22 0.12 1.146
O 1.11 -1.99 -6.79 -0.017
O -2.05 -1.42 0.85 -0.250
C -1.77 3.07 -0.30 -0.818
C -3.06 -1.59 4.86 -0.600
C -1.90 -0.87 4.47 -0.155
H 0.72 1.04 5.47 0.113
H 1.82 3.25 -1.18 0.139
H 3.96 2.09 -1.76 0.125
C 3.72 1.30 -1.06 0.013
N -0.49 3.30 -0.50 -0.001
H -0.70 1.13 -5.24 0.123
C 0.26 0.48 3.44 -0.086
H 1.15 -2.61 -4.42 0.138
H -1.06 1.44 -2.75 0.106
C -1.03 -0.19 5.34 0.006
C 0.25 -0.75 -4.99 -0.056
```

relative energy (zero: lowest compared OMol25 entry of this formula, charge and spin): 0.0000 eV
LUMO energy: -2.2 eV
molar mass: 697.5 g mol⁻¹
energy: -3383.4600 a.u.
frontier orbital gap: 5.573 eV

=====

Density functional theory data (the ωB97M-V functional and the def2-TZVPD basis) for the molecule C6H13ClN2O2S.

```
25
Properties=species:S:1:pos:R:3:lowdin_charge:R:1
H 0.26 3.43 -0.92 0.002
C 0.83 0.03 1.28 -0.492
H 0.52 -1.87 1.95 0.034
N 1.46 1.04 1.70 0.000
N 0.35 2.89 -0.10 -0.223
H -1.00 -0.77 -2.95 0.130
O 0.63 -0.07 0.00 -0.066
H -1.39 -2.53 0.11 0.092
H -2.57 -0.28 -0.74 0.074
O 2.73 1.93 -0.56 -0.367
H 0.44 -2.40 -0.02 0.088
H -1.91 1.16 -0.48 0.087
H -0.57 -2.63 -1.48 0.115
H 0.56 -0.73 3.21 0.067
S 1.69 2.26 0.32 0.352
C -0.52 -0.57 -0.76 -0.509
H 0.68 -0.87 -2.46 0.074
H 0.15 0.60 -2.37 0.068
H -0.70 -0.85 2.37 0.060
Cl 2.54 3.50 1.64 0.348
H -1.96 0.03 0.83 0.058
C -0.54 -2.08 -0.43 -0.027
C -0.22 -0.37 -2.23 -0.013
C -1.77 0.12 -0.18 -0.004
C 0.30 -0.97 2.27 0.052
```

relative energy (zero: lowest compared OMol25 entry of this formula, charge and spin): 1.7937 eV
LUMO energy: 0.6 eV
molar mass: 212.7 g mol⁻¹
energy: -1354.6501 a.u.
SMILES string: C/C(=N/[S@](=N)(=O)Cl)OC(C)(C)C
frontier orbital gap: 10.108 eV

=====

Density functional theory data (the ωB97M-V functional and the def2-TZVPD basis) for a cluster of 2 separate species, C2H5N3O2 in total.

```
12
Properties=species:S:1:pos:R:3:lowdin_charge:R:1
H -2.55 -0.47 -1.03 0.113
H 2.79 0.61 0.79 0.097
N -1.43 0.43 -2.43 -0.221
O -1.14 1.54 -2.87 -0.091
O -0.87 -1.86 0.16 -0.014
H 1.48 0.73 2.11 0.087
H -2.21 1.24 -0.79 0.156
C 0.96 -0.74 1.00 -0.056
N -1.97 0.32 -1.31 0.041
N 0.04 -1.27 0.61 -0.159
H 2.78 -0.56 2.27 0.112
C 2.12 0.03 1.50 -0.066
```

relative energy (zero: lowest compared OMol25 entry of this formula, charge and spin): 7.2313 eV
LUMO energy: 0.5 eV
molar mass: 103.1 g mol⁻¹
energy: -393.7535 a.u.
SMILES string: CC#[N+][O-].NN=O
frontier orbital gap: 9.558 eV